Run one
Entry from OMol25: 9 unconnected molecules or ions with the total composition H19O9 (the ωB97M-V functional and the def2-TZVPD basis).

Calculated values
Frontier orbital gap: 0.4047 hartree
Total charge: +1
E_HOMO: -14.09 eV

CARTESIAN COORDINATES (ANGSTROEM)
O: -2.216 -0.325 -1.528
O: -1.240 -2.778 -0.016
O: 0.799 1.507 3.712
O: 1.791 -2.359 0.460
O: 0.250 -0.376 -0.368
O: 0.247 2.718 -0.917
O: 1.721 1.353 1.010
O: 0.870 -0.631 -3.043
O: -1.845 0.383 1.283
H: -2.436 -0.460 -2.449
H: -2.052 -2.465 -0.414
H: -2.637 0.504 -1.300
H: -0.950 -3.488 -0.589
H: 1.636 -0.480 -3.597
H: 1.126 1.430 2.816
H: 0.759 -1.138 -0.083
H: 0.305 0.306 0.306
H: 0.284 3.163 -0.070
H: 2.745 -2.277 0.436
H: -0.088 1.151 3.676
H: 1.602 2.293 1.144
H: 1.635 -3.252 0.767
H: 2.641 1.260 0.762
H: 0.185 -0.082 -3.425
H: -0.375 3.233 -1.431
H: -2.262 1.245 1.281
H: -1.841 0.121 2.204
H: -0.656 -0.554 -0.629



Run two
Entry from OMol25: 9 unconnected molecules or ions with the total composition H19O9 (the ωB97M-V functional and the def2-TZVPD basis).

Calculated values
Frontier orbital gap: 0.3748 hartree
Total charge: +1
E_HOMO: -13.84 eV

CARTESIAN COORDINATES (ANGSTROEM)
O: 14.507 1.314 -29.151
O: 14.155 2.760 -31.491
O: 11.969 1.223 -28.600
O: 12.911 0.307 -31.700
O: 13.110 4.313 -29.104
O: 15.331 -1.193 -29.731
O: 11.173 2.764 -30.728
O: 16.345 3.464 -29.460
O: 12.878 5.182 -31.985
H: 11.633 1.677 -29.371
H: 14.742 2.441 -30.700
H: 16.775 2.621 -29.472
H: 14.739 -1.673 -30.292
H: 13.733 3.685 -31.409
H: 10.831 2.002 -31.260
H: 16.073 3.617 -28.565
H: 11.847 0.302 -28.787
H: 14.923 1.739 -28.378
H: 13.445 2.088 -31.579
H: 12.313 4.624 -29.508
H: 11.975 0.085 -31.885
H: 13.404 5.966 -31.714
H: 11.935 5.295 -31.978
H: 14.990 -0.301 -29.576
H: 13.349 -0.503 -31.687
H: 10.791 3.512 -31.125
H: 13.627 1.109 -28.779
H: 13.479 5.077 -28.624



Run three
Entry from OMol25: 9 unconnected molecules or ions with the total composition H19O9 (the ωB97M-V functional and the def2-TZVPD basis).

Calculated values
Frontier orbital gap: 0.3843 hartree
Total charge: +1
E_HOMO: -13.53 eV

CARTESIAN COORDINATES (ANGSTROEM)
O: 1.495 -0.307 -0.894
O: -1.290 1.305 3.076
O: 1.107 -2.838 0.280
O: 1.906 1.563 -3.198
O: -1.670 -0.879 -2.963
O: -1.358 1.415 -1.040
O: -0.869 -0.786 0.586
O: -1.492 -1.546 3.244
O: 1.360 0.506 1.724
H: -1.486 2.365 -0.940
H: -1.211 0.134 0.653
H: 2.420 1.508 -4.019
H: 2.368 0.065 -0.772
H: 0.124 -0.621 0.468
H: -0.992 -1.086 -0.342
H: 1.666 1.418 1.732
H: 1.656 2.493 -3.294
H: 2.056 -2.751 0.135
H: -1.647 -0.621 -3.895
H: -0.381 1.460 3.351
H: 1.647 0.093 2.545
H: -1.650 -0.609 3.342
H: -2.587 -0.642 -2.793
H: -1.815 1.923 3.598
H: -0.626 1.335 -1.664
H: -0.627 -1.878 3.472
H: 1.141 -0.178 -1.779
H: 0.755 -2.841 -0.615



Ranked by calculated energy, most stable first: run one, run two, run three.